# 1
11
Properties=species:S:1:pos:R:3:forces:R:3 method="wB97M-V/def2-TZVPD" smiles="C#CCC=C" homo_lumo_gap_ha=0.3948 lumo_energy_ev=1.123 mol_weight_da=66.1 homo_energy_ev=-9.62 de_lowest_kj_mol=256.7
C -0.928117 1.735053 0.459450 0.1 -0.3 1.0
C 0.693452 -0.809416 -0.346288 -0.6 -0.9 -1.6
C 0.076819 -0.290771 -1.432085 0.0 -0.3 -1.3
C 0.230554 -0.510298 1.057568 1.4 0.7 0.7
C -0.435634 0.801107 1.007136 1.2 -2.4 0.4
H -0.479555 -1.277730 1.359063 0.1 -0.1 0.2
H -1.249013 2.681273 0.542363 -1.3 2.9 -0.6
H -0.733154 0.483189 -1.493693 1.0 -0.8 1.0
H 1.439366 -1.666885 -0.386339 -1.0 1.3 -0.4
H 1.163622 -0.562609 1.737400 -1.7 0.3 -0.7
H 0.221661 -0.582914 -2.504573 0.7 -0.3 1.3

---

# 2
22
Properties=species:S:1:pos:R:3:forces:R:3 method="wB97M-V/def2-TZVPD" homo_lumo_gap_ha=0.3877 lumo_energy_ev=-3.755 charge=+1 mol_weight_da=128.1 homo_energy_ev=-14.30 de_lowest_kj_mol=161.9
O -1.085369 -1.589628 -1.742452 0.0 0.3 0.0
O -0.812190 -1.964463 1.829584 -0.2 0.0 0.7
O 2.252772 2.521495 0.540482 -0.2 0.9 -0.1
O 0.943030 -2.867181 -0.295822 0.3 -0.3 -0.1
N -0.241576 0.435754 -0.221942 0.0 -0.1 0.4
C -0.513064 1.656240 -0.929336 -0.1 -0.2 -0.8
C 0.372207 0.403545 0.887306 0.4 0.2 0.9
C -1.205662 2.669358 -0.427519 0.5 -0.7 1.0
H -1.613165 -2.413702 1.556914 -0.3 -0.2 -0.2
H 0.557395 -2.664968 0.567038 0.0 -0.3 0.1
H -0.501342 -0.457761 -0.727883 -0.2 0.4 0.2
H 2.286851 3.055955 -0.262882 0.3 -0.4 -0.4
H 1.981115 3.224415 1.146516 0.2 -0.2 0.4
H -1.335714 3.637084 -0.880799 -0.1 -0.2 -0.5
H 1.543028 -3.623185 -0.164397 -0.4 0.5 -0.1
H 0.560708 -0.500891 1.442213 -0.1 -0.3 -0.7
H -1.604784 2.551877 0.584611 0.1 0.2 -0.3
H -0.945318 -1.814781 2.781601 0.2 -0.2 -0.3
H 0.768510 1.292314 1.356237 -0.4 0.3 -0.4
H -1.915507 -1.809431 -2.177153 0.2 -0.2 0.0
H -0.149666 1.510442 -1.944501 -0.1 0.7 0.0
H -0.454419 -2.318589 -1.785547 -0.1 -0.3 0.0

---

# 3
8
Properties=species:S:1:pos:R:3:forces:R:3 method="wB97M-V/def2-TZVPD" homo_lumo_gap_ha=0.3315 lumo_energy_ev=0.388 mol_weight_da=72.1 homo_energy_ev=-8.63 de_lowest_kj_mol=278.6
S -0.861561 -0.918261 1.158165 -0.2 -0.1 0.0
C 0.117817 0.229085 -0.613157 -0.1 -1.4 -1.1
C 0.690465 -0.143895 0.715982 -1.3 5.8 0.1
C -1.120953 -0.269543 -0.513250 1.8 -0.2 1.5
H 1.702434 -0.268071 0.997932 0.6 -1.0 0.1
H 0.716213 1.455503 1.169890 -0.2 -3.7 -0.6
H 0.514257 0.418607 -1.602630 0.7 0.7 0.4
H -1.758672 -0.503424 -1.312932 -1.3 -0.1 -0.4